Density functional theory data (ωB97M-V with the def2-TZVPD basis set) for 2 unconnected molecules or ions with the total composition C5H10OS2 at a distorted geometry.

Values from the calculation:
Structure (SMILES): COC(C)=S.CC=S
HOMO-LUMO gap: 0.3157 hartree
Total energy: -1068.03693 Eh
Energy above the lowest of the compared OMol25 structures with the same formula, charge and spin: 49.6 kcal per mole
2S+1: 1
Charge: 0
LUMO energy: 0.06 eV

Cartesian coordinates (Å):
1 C 3.884 -0.158 0.525
2 O 2.911 -1.086 0.081
3 C 1.661 -0.902 0.355
4 C 0.802 -2.121 0.368
5 S 1.042 0.571 0.752
6 H 3.448 0.267 1.462
7 H 4.208 0.712 -0.184
8 H 4.890 -0.557 0.719
9 H 1.526 -2.843 0.651
10 H 0.329 -2.221 -0.664
11 H -0.023 -1.972 1.107
12 C -2.603 1.621 0.385
13 C -2.999 0.201 0.021
14 S -2.741 -0.358 -1.444
15 H -3.425 2.281 0.004
16 H -1.652 1.675 0.000
17 H -2.477 1.667 1.477
18 H -3.412 -0.338 0.926